This record from the Open Molecules 2025 dataset describes the ion C5H7N4S with charge +1 in a non-equilibrium geometry. The level of theory is ωB97M-V with the def2-TZVPD basis set.

Element x y z (Å)
1 C -1.68101 -2.56746 1.32102
2 C -0.40736 -1.14096 0.47358
3 C -1.25881 -0.29847 1.19081
4 C 0.49726 -0.56394 -0.51100
5 C 0.04982 1.61523 0.62580
6 N -0.66011 -2.44964 0.51774
7 N -1.17083 1.05101 1.13989
8 N 0.68617 0.76631 -0.42333
9 N 0.99732 -1.30309 -1.50131
10 S -2.42138 -1.21026 2.01505
11 H -2.07658 -3.51438 1.64991
12 H -0.17677 2.66109 0.17148
13 H 0.64609 1.88393 1.49039
14 H -1.37816 1.74429 1.88055
15 H 1.12816 1.15497 -1.26795
16 H 0.57995 -2.26382 -1.43161
17 H 1.80654 -1.16892 -2.15612

Cartesian forces (eV/Å) of the 6 atoms listed first:
C 0.2 -2.7 -0.2
C 0.8 2.4 -1.2
C 0.7 0.6 0.1
C -0.1 1.0 0.5
C 0.3 1.9 -1.8
N -1.6 -0.8 1.2

Properties
* frontier orbital gap: 8.6 eV
* maximum force: 0.0541 Eh/bohr
* LUMO energy: -3.7 eV
* ΔE to the lowest compared entry with this formula, charge and spin: 0.0000 eV
* 2S+1: 1
* net charge: +1